[1]
Here is a molecular structure, C3H3N3O from the OMol25 dataset. Energies are from ωB97M-V/def2-TZVPD.

CARTESIAN COORDINATES (ANGSTROEM)
N: -1.38251 -0.57651 1.42140
C: -0.49547 -0.67295 0.54572
N: 0.55635 -1.62989 0.25432
N: 0.86757 -1.07312 -0.83289
O: 1.27357 1.57916 0.53634
C: 0.67853 1.36950 -0.48446
C: -0.08958 0.07590 -0.70453
H: -1.27956 -1.34044 2.10196
H: 0.68485 2.08743 -1.32174
H: -0.81375 0.18092 -1.51613

Calculated values
LUMO	-0.59	eV
gap between HOMO and LUMO	9.6	eV

Mulliken atomic charge list, values in e, 4 entries: N -0.5342; C 0.1174; N -0.2640; N -0.1766

[2]
Here is 2 unconnected molecules or ions with the total composition C6H9N in a non-equilibrium geometry from the OMol25 dataset. Energies are from ωB97M-V/def2-TZVPD.

CARTESIAN COORDINATES (ANGSTROEM)
C: -0.69861 1.47476 0.30185
C: -0.84879 -0.02697 0.22850
C: 0.74764 -0.45290 -1.82967
C: 1.59862 -0.49024 -0.80827
C: 2.11220 -0.55282 0.35659
C: -0.10263 -0.82068 1.20976
N: -1.94003 -0.70008 0.13679
H: 0.34872 1.77198 0.21453
H: -1.03654 1.78541 1.30434
H: -1.31464 2.00171 -0.42954
H: 0.72829 0.41858 -2.47627
H: 0.47178 -1.40170 -2.28169
H: 3.18339 -0.64926 0.60363
H: -0.24178 -1.90217 1.20260
H: -0.25174 -0.36429 2.19591
H: -2.75589 -0.09131 0.07097

Calculated values
LUMO (alpha / beta)	0.07 / 0.07	eV
gap between HOMO and LUMO (alpha / beta)	8.3 / 8.3	eV

Mulliken atomic charge list, values in e, 4 entries: C -1.2034; C 0.8517; C -0.7641; C 0.4799

[3]
Here is a molecular structure, C45H69CsNO5P2SSi in a non-equilibrium geometry from the OMol25 dataset. Energies are from ωB97M-V/def2-TZVPD.

CARTESIAN COORDINATES (ANGSTROEM)
Cs: 1.06851 0.78987 0.59849
C: 1.83956 4.75448 -3.41034
C: 0.38838 4.37173 -3.78807
C: -0.07826 4.98156 -5.10892
P: 0.11087 2.53113 -3.51379
C: -1.69728 2.40629 -3.09188
C: -2.06459 3.30195 -1.84642
C: -2.61722 2.61751 -4.29013
C: 0.27318 1.66906 -5.08088
C: 0.88343 2.36660 -6.13106
C: 0.69906 1.92459 -7.47530
C: -0.18184 0.81931 -7.76944
C: -0.51112 -0.00566 -6.69392
C: -0.15637 0.30498 -5.34324
N: -0.35104 -0.54492 -4.31575
C: 0.30491 -1.72462 -4.13943
C: 1.49675 -2.03947 -4.83401
C: 2.00346 -3.35747 -4.80435
C: 1.28755 -4.36519 -4.15431
C: 0.11564 -4.01281 -3.49759
C: -0.32347 -2.71157 -3.29692
P: -1.65964 -2.29320 -2.13755
C: -1.75749 -3.67697 -0.96560
C: -2.03899 -2.94267 0.40996
C: -2.71782 -4.82085 -1.19591
C: -3.29166 -2.44793 -3.14987
C: -3.52827 -1.04961 -3.73827
C: -3.18299 -3.48805 -4.25874
H: 2.31002 4.13790 -2.62548
H: 1.84897 5.82330 -3.10536
H: 2.54282 4.68881 -4.26886
H: -0.21050 4.75498 -2.93929
H: -0.54586 4.29681 -5.78277
H: 0.74069 5.45433 -5.67525
H: -0.81952 5.77314 -4.92616
H: -1.85980 1.37668 -2.78811
H: -1.89895 4.36253 -2.16219
H: -1.45598 3.06493 -0.98055
H: -3.09940 3.19046 -1.63680
H: -3.23529 3.46647 -3.98623
H: -3.26602 1.78027 -4.49935
H: -2.08890 2.86905 -5.21158
H: 1.46562 3.25204 -5.95907
H: 1.09090 2.52476 -8.30063
H: -0.41741 0.65180 -8.85613
H: -0.94854 -0.98210 -6.87978
H: 1.99797 -1.23357 -5.38278
H: 2.99217 -3.59497 -5.21022
H: 1.52676 -5.39395 -4.26363
H: -0.51298 -4.76357 -3.06524
H: -0.77553 -4.08443 -0.87681
H: -2.82831 -2.16427 0.36541
H: -1.13255 -2.55289 0.90130
H: -2.46984 -3.67378 1.12771
H: -3.76207 -4.55986 -1.44781
H: -2.75785 -5.45138 -0.27064
H: -2.40425 -5.48917 -2.00076
H: -4.11387 -2.77285 -2.47687
H: -2.67101 -0.67683 -4.26218
H: -3.78630 -0.28824 -2.97566
H: -4.23877 -1.06993 -4.54909
H: -2.83323 -3.00702 -5.19041
H: -4.15083 -3.94413 -4.45957
H: -2.50034 -4.28888 -4.03834
O: 3.47962 3.00502 1.28200
H: 3.68028 2.76805 2.19937
H: 2.92239 3.78132 1.30545
O: -2.83491 3.34465 1.09384
H: -3.56023 3.30458 1.72870
H: -1.98259 3.16314 1.59019
O: 4.54063 -0.47808 0.04266
C: 4.16608 -0.78724 -1.00551
C: 2.23472 6.17203 2.47034
C: 1.11490 5.32180 1.88169
S: 0.36656 4.13940 3.05479
O: -0.07315 3.07172 2.02995
C: -1.10089 5.13571 3.45573
C: -1.26070 5.24922 4.96670
H: 2.71874 6.69215 1.61968
H: 2.96450 5.56567 2.99015
H: 1.88400 6.93223 3.19296
H: 1.47727 4.71392 1.02775
H: 0.32895 5.98456 1.47805
H: -1.92545 4.61872 2.97056
H: -0.82254 6.13399 3.06909
H: -1.67420 4.28151 5.30179
H: -1.89967 6.14021 5.25267
H: -0.26434 5.37866 5.43098
C: 2.07566 -4.63877 4.95581
C: 2.48326 -3.75650 3.75005
C: 3.99757 -3.37767 3.94332
C: 2.30079 -4.60293 2.48301
Si: 1.38504 -2.07472 3.61969
O: 1.60121 -1.30064 2.27122
C: -0.36238 -2.69660 4.11609
C: -0.83227 -3.83834 3.52479
C: -1.93846 -4.56181 4.01061
C: -2.75003 -4.01994 5.00026
C: -2.37102 -2.79196 5.57128
C: -1.21549 -2.15596 5.12355
C: 1.81893 -1.01587 5.11865
C: 1.60162 -1.48965 6.42280
C: 2.05846 -0.84530 7.57148
C: 2.67975 0.40015 7.45759
C: 2.85933 0.94967 6.18910
C: 2.40780 0.27753 5.08820
H: 2.73107 -5.49467 5.00425
H: 1.01719 -4.96171 4.91255
H: 2.26655 -4.06528 5.85257
H: 4.50055 -4.32866 4.13273
H: 4.19497 -2.70003 4.77794
H: 4.35575 -2.90710 3.00343
H: 3.16115 -5.27416 2.39047
H: 2.18537 -4.05244 1.55763
H: 1.40409 -5.21508 2.52132
H: -0.44958 -4.12056 2.53625
H: -2.13420 -5.56182 3.58568
H: -3.64692 -4.50422 5.25605
H: -2.90892 -2.34345 6.35212
H: -0.94332 -1.19053 5.54949
H: 1.07040 -2.44669 6.56305
H: 1.91420 -1.34714 8.55034
H: 3.11806 0.86716 8.34721
H: 3.26040 1.94167 6.01397
H: 2.57822 0.77656 4.12825

Calculated values
LUMO	1.18	eV
net charge	-1
gap between HOMO and LUMO	4.3	eV

Mulliken atomic charge list, values in e, 4 entries: Cs 1.0023; C -1.5774; C 0.7849; C -1.6294

Going through the records in order, we get energy relative to the best compared isomer or geometry (same formula, charge and spin) values of 77.4; 144.6; 33.3 kcal/mol.